Model a:
Density functional theory data (ωB97M-V/def2-TZVPD) for a 2-piece molecular cluster, C7H14O overall.

Geometry as XYZ:
```
22
C7H14O ωB97M-V/def2-TZVPD
C 1.860 0.157 -1.424
C 1.333 -0.188 -0.037
C 2.084 0.342 1.071
C 0.687 -1.547 -0.048
C -0.309 -0.335 -0.160
C -1.535 -0.552 0.555
C -2.823 -0.097 -0.055
H 1.926 1.250 -1.531
H 1.145 -0.146 -2.199
H 2.864 -0.249 -1.548
H 1.567 1.125 1.664
H 2.905 -0.112 1.566
H 0.699 -2.062 -1.017
H 0.456 -2.178 0.803
H -0.471 0.261 -1.076
H -1.464 -0.986 1.552
H -3.046 -0.882 -0.823
H -3.680 0.061 0.617
H -2.693 0.924 -0.444
H -0.991 1.154 0.929
H 0.213 1.930 0.767
O -0.727 2.130 0.841
```

LUMO level (eV): -1.2
Charge: 0
Highest occupied orbital energy (eV): -6.38

=====

Model b:
Density functional theory data (ωB97M-V/def2-TZVPD) for C7H14O as an isolated structure.

Geometry as XYZ:
```
22
C7H14O ωB97M-V/def2-TZVPD
C 0.027 0.532 2.100
C -0.375 -0.647 1.409
C -0.195 -0.881 0.167
C -0.204 -2.245 -0.634
C -0.019 0.272 -0.694
C -1.335 1.304 -0.671
C 1.387 0.909 -0.547
H 1.304 0.491 1.911
H -0.536 1.642 1.842
H -0.090 0.381 3.537
H -0.422 -1.638 1.880
H 0.153 -3.029 0.147
H -1.201 -2.109 -1.090
H 0.612 -1.937 -1.454
H -0.998 2.142 -1.160
H -2.208 0.576 -0.923
H -1.412 1.241 0.432
H 1.917 1.147 -1.801
H 1.254 1.940 0.307
H 1.931 -0.220 0.045
H 0.368 0.444 -2.720
O 0.038 -0.314 -2.085
```

LUMO level (eV): 0.6
Charge: 0
Highest occupied orbital energy (eV): -8.84

=====

Model c:
Density functional theory data (ωB97M-V/def2-TZVPD) for a 2-piece molecular cluster, C7H14O overall.

Geometry as XYZ:
```
22
C7H14O ωB97M-V/def2-TZVPD
C 1.627 0.641 1.512
C 0.687 0.283 0.364
C 0.272 -1.228 0.319
C 0.162 -1.981 1.411
C -1.087 -1.026 -1.667
C -0.133 -1.696 -1.007
C 0.575 -2.862 -1.661
H 1.511 1.702 1.727
H 2.658 0.408 1.265
H 1.479 0.102 2.440
H -0.253 0.833 0.415
H 1.134 0.442 -0.615
H 0.204 -1.521 2.388
H -0.116 -3.026 1.440
H -1.624 -0.172 -1.280
H -1.334 -1.229 -2.702
H 0.793 -3.582 -0.868
H 0.036 -3.272 -2.503
H 1.576 -2.498 -1.924
H -3.009 6.790 -0.428
H -2.796 6.345 1.105
O -2.362 6.546 0.271
```

LUMO level (eV): 0.9
Charge: 0
Highest occupied orbital energy (eV): -8.76
Structure (SMILES): C=C(C)C(=C)CC.O

=====

Which structure loses on stability? model b does.

=====

Model a:
Density functional theory data (ωB97M-V/def2-TZVPD) for one molecule with the formula C4H7NO3.

Geometry as XYZ:
```
15
C4H7NO3 ωB97M-V/def2-TZVPD
C 1.383 -0.531 0.072
C 0.042 -0.254 -0.538
C -1.072 -0.914 0.241
C -0.226 1.068 -0.215
H 2.386 1.125 -0.058
H 1.527 -1.630 -0.069
H 1.017 -0.516 1.173
H -0.188 -0.207 -1.776
H -1.497 -2.025 0.203
H -0.830 -0.889 1.278
H -2.125 1.642 0.595
N -1.514 1.165 -0.039
O 2.489 0.109 -0.388
O -2.069 0.002 -0.553
O 0.676 1.856 0.075
```

LUMO level (eV): 0.8
Charge: 0
Highest occupied orbital energy (eV): -9.92
Structure (SMILES): O=C1NOC[C@@H]1CO

=====

Model b:
Density functional theory data (ωB97M-V/def2-TZVPD) for one molecule with the formula C4H7NO3.

Geometry as XYZ:
```
15
C4H7NO3 ωB97M-V/def2-TZVPD
C 0.726 -0.738 -1.044
C -0.233 -1.342 1.303
C -1.049 1.039 -0.595
C 0.717 -0.462 0.525
N -0.199 2.081 -0.475
O -0.476 -0.156 -1.408
O -2.247 1.123 -0.430
O 1.638 0.186 1.013
H -0.599 2.979 -0.241
H 0.802 1.967 -0.428
H 1.586 -0.217 -1.478
H 0.725 -1.817 -1.231
H -0.989 -1.785 0.656
H -0.743 -0.726 2.047
H 0.343 -2.132 1.788
```

LUMO level (eV): 0.3
Charge: 0
Highest occupied orbital energy (eV): -9.75
Structure (SMILES): CC(=O)COC(N)=O

=====

Which structure loses on stability? model a does.

=====

Model a:
Density functional theory data (ωB97M-V/def2-TZVPD) for one molecule with the formula C4H7NO3.

Geometry as XYZ:
```
15
C4H7NO3 ωB97M-V/def2-TZVPD
C 0.642 0.641 1.834
N -0.085 1.177 0.784
C -1.484 -0.139 -0.702
C -0.083 0.482 -0.508
C 0.983 -0.582 -0.758
O 0.626 -1.852 -0.485
O 2.040 -0.385 -1.210
O 1.101 -0.478 1.782
H 0.698 1.207 2.772
H -0.235 2.121 0.633
H -1.481 -1.316 -0.635
H -2.076 0.195 -1.680
H -2.152 0.162 0.161
H 0.193 1.251 -1.248
H 1.312 -2.483 -0.740
```

LUMO level (eV): 0.7
Charge: 0
Highest occupied orbital energy (eV): -10.09
Structure (SMILES): C[C@@H](NC=O)C(=O)O

=====

Model b:
Density functional theory data (ωB97M-V/def2-TZVPD) for a 2-piece molecular cluster, C4H7NO3 overall.

Geometry as XYZ:
```
15
C4H7NO3 ωB97M-V/def2-TZVPD
C -0.189 -1.832 0.666
C -0.415 -0.351 0.813
O -1.691 0.058 0.940
O 0.484 0.373 1.301
H -2.320 -0.639 0.709
H -0.817 -2.258 -0.115
H -0.417 -2.308 1.622
H 0.855 -2.030 0.438
C 0.535 1.953 -0.078
C 0.250 0.940 -1.418
N 1.130 0.196 -1.927
O -0.168 2.918 0.016
H 1.711 -0.248 -1.208
H 1.553 1.837 0.309
H -0.502 1.391 -2.070
```

LUMO level (eV): 0.1
Charge: 0
Highest occupied orbital energy (eV): -8.95
Structure (SMILES): [H]/N=C\C=O.CC(=O)O

=====

Which structure loses on stability? model b does.

=====

Model a:
Density functional theory data (ωB97M-V/def2-TZVPD) for C4H7NO3 as an isolated structure.

Geometry as XYZ:
```
15
C4H7NO3 ωB97M-V/def2-TZVPD
O -1.422 2.870 -0.295
C -0.864 0.476 -1.254
N 0.556 -1.407 -0.771
C 0.027 -0.342 -0.637
C 0.724 0.771 0.893
O 1.177 0.014 1.735
C 0.725 -2.490 0.377
O 0.834 -3.666 0.017
H -1.521 0.138 -2.050
H -0.987 1.512 -0.911
H 1.492 -2.033 1.055
H 1.424 1.404 0.327
H -0.272 1.220 1.081
H -1.650 3.802 -0.457
H -0.244 -2.269 0.889
```

LUMO level (eV): -4.8
Charge: 0
Highest occupied orbital energy (eV): -8.93

=====

Model b:
Density functional theory data (ωB97M-V/def2-TZVPD) for one molecule with the formula C4H7NO3.

Geometry as XYZ:
```
15
C4H7NO3 ωB97M-V/def2-TZVPD
C -0.245 -1.200 0.149
C -1.059 -0.230 0.969
C 0.509 1.563 1.113
C 0.540 -0.039 -1.770
H -0.484 -2.319 0.481
H 0.715 -1.299 0.700
H -1.240 -0.460 1.970
H -2.096 -0.276 0.323
H 1.143 1.760 2.075
H 1.426 -0.678 -1.680
H 0.252 0.081 -2.930
N 1.213 1.367 -0.005
O -0.770 1.291 1.130
O 0.568 1.267 -1.237
O -0.472 -0.829 -1.290
```

LUMO level (eV): 0.8
Charge: 0
Highest occupied orbital energy (eV): -9.29
Structure (SMILES): C1=N\OCOCCO/1

=====

Which structure loses on stability? model a does.

=====

Model a:
Density functional theory data (ωB97M-V/def2-TZVPD) for one molecule with the formula CH3N3O3.

Geometry as XYZ:
```
10
CH3N3O3 ωB97M-V/def2-TZVPD
C 1.806 0.092 -0.246
N -1.903 -0.757 -0.006
N -0.206 0.317 0.965
N -1.140 0.206 -0.130
O 1.418 -0.907 -0.749
O -1.096 0.948 -1.085
O 1.040 0.849 0.609
H 2.678 0.705 -0.189
H -2.621 -0.959 -0.661
H 0.024 -0.494 1.494
```

LUMO level (eV): 0.6
Charge: 0
Highest occupied orbital energy (eV): -10.36
Structure (SMILES): [H]/N=[N+](\[O-])NOC=O

=====

Model b:
Density functional theory data (ωB97M-V/def2-TZVPD) for a 2-piece molecular cluster, CH3N3O3 overall.

Geometry as XYZ:
```
10
CH3N3O3 ωB97M-V/def2-TZVPD
C 2.591 -0.218 -0.117
N 2.123 0.889 -0.089
N -1.081 -0.663 0.521
N -1.802 -0.215 -0.389
O -2.637 0.771 0.100
O 3.072 -1.230 -0.283
O -1.869 -0.544 -1.562
H 2.182 1.522 0.662
H -2.218 1.146 0.922
H -0.362 -1.458 0.236
```

LUMO level (eV): 0.4
Charge: 0
Highest occupied orbital energy (eV): -10.64
Structure (SMILES): [H]/N=[N+](\[O-])O.N=C=O

=====

Which structure loses on stability? model a does.